# 1
C5H8 | the ωB97M-V functional and the def2-TZVPD basis

XYZ file:
```
13
Properties=species:S:1:pos:R:3:forces:R:3
H -0.38384 0.03036 -2.19331 0.0 0.0 -0.1
C -0.83696 -0.89379 1.28128 0.0 0.2 0.0
H -0.29829 1.21667 1.46410 0.0 0.1 0.0
H -0.01190 1.73276 -1.93446 0.0 0.0 0.0
H 2.43174 -0.06243 0.93851 0.5 -0.1 0.1
C 0.01219 0.31331 0.94013 0.0 -0.2 0.0
H 1.27730 0.61558 -2.42525 0.0 0.0 -0.1
H -0.80937 -1.09353 2.35170 0.0 -0.1 0.1
C 1.46023 0.15492 0.56934 -0.9 0.3 -0.7
H -0.47034 -1.77391 0.75659 0.0 -0.1 0.0
H -1.87508 -0.72741 0.99543 -0.1 -0.1 0.0
C 0.65428 0.44401 -0.41085 0.5 -0.1 0.9
C 0.37594 0.71937 -1.82345 0.1 0.0 -0.1
```
Forces are in eV/Å.

- SMILES string = CC1=C[C@@H]1C
- energy relative to the best compared isomer or geometry (same formula, charge and spin) (eV) = 1.8550
- spin multiplicity = 1
- total energy (hartree) = -195.22386
- gap between HOMO and LUMO (Eh) = 0.374
- strongest force on any atom (eV Å⁻¹) = 1.2
- E_HOMO (eV) = -8.998

Results of the natural (NBO) charge analysis, in e, for atoms 1 through 2: atom 1 (H): 0.229, atom 2 (C): -0.623

***

# 2
C5H8 | the ωB97M-V functional and the def2-TZVPD basis

XYZ file:
```
13
Properties=species:S:1:pos:R:3:forces:R:3
H 1.43440 -1.74141 -1.14443 0.1 0.1 0.1
H -0.77689 1.68797 -1.42444 -0.2 -0.3 -0.2
C 0.72936 -1.23556 -0.48584 0.2 -0.1 0.2
C -0.74833 1.27228 0.68122 -0.2 0.1 0.0
H -0.25759 -0.47095 -2.28862 0.3 0.1 0.1
H -1.82401 1.40925 0.55992 -0.2 0.5 0.7
C -0.12412 -0.29367 -1.22255 0.2 0.2 0.0
H 0.21269 -1.02849 1.57911 0.2 0.0 -0.1
H -0.63232 0.50671 1.44359 0.2 0.2 -0.3
C -0.47991 0.89808 -0.73775 -0.1 -0.1 -0.2
H 1.80827 -1.85251 1.20724 -0.2 -0.4 -0.1
C 0.91087 -1.37718 0.82984 0.0 -0.2 -0.1
H -0.28351 2.20359 1.02232 -0.1 -0.1 -0.2
```
Forces are in eV/Å.

- SMILES string = C=C/C=C\C
- energy relative to the best compared isomer or geometry (same formula, charge and spin) (eV) = 1.3619
- spin multiplicity = 1
- total energy (hartree) = -195.24198
- gap between HOMO and LUMO (Eh) = 0.353
- strongest force on any atom (eV Å⁻¹) = 0.9
- E_HOMO (eV) = -8.523

Results of the natural (NBO) charge analysis, in e, for atoms 1 through 2: atom 1 (H): 0.202, atom 2 (H): 0.193

***

# 3
C5H8 | the ωB97M-V functional and the def2-TZVPD basis

XYZ file:
```
13
Properties=species:S:1:pos:R:3:forces:R:3
H 0.58230 -1.22096 0.81617 0.1 0.0 0.3
C 2.26729 -0.03426 0.03486 0.9 0.6 -0.8
H 2.42875 0.50849 0.98405 -0.1 -0.2 -0.4
C -0.06823 0.68126 0.00555 -0.7 -1.0 -0.6
H 0.05230 1.29474 -0.88314 0.5 0.0 -0.2
C 0.83471 -0.59145 -0.03009 1.0 1.6 0.0
H -3.58296 -0.55342 0.14660 0.2 -0.1 -0.1
H 0.14169 1.37224 0.86126 -0.4 -0.9 -0.4
H 3.07162 -0.77222 -0.04433 -0.3 -0.1 0.1
C -2.56450 -0.25105 0.04225 0.3 0.2 -0.2
H 0.66834 -1.22166 -0.90953 -0.1 0.5 -0.1
C -1.44433 0.17504 -0.07875 -0.8 0.5 1.2
H 2.48828 0.71556 -0.81399 -0.6 -1.1 1.2
```
Forces are in eV/Å.

- SMILES string = C#CCCC
- energy relative to the best compared isomer or geometry (same formula, charge and spin) (eV) = 1.5999
- spin multiplicity = 1
- total energy (hartree) = -195.23324
- gap between HOMO and LUMO (Eh) = 0.403
- strongest force on any atom (eV Å⁻¹) = 1.9
- E_HOMO (eV) = -9.825

Results of the natural (NBO) charge analysis, in e, for atoms 1 through 2: atom 1 (H): 0.209, atom 2 (C): -0.612

***

no.,molar mass (Da)
1,68.12
2,68.12
3,68.12